A molecular structure, C3H3CeLiO3 in a non-equilibrium geometry. Source: the Open Molecules 2025 dataset; level of theory: the ωB97M-V functional and the def2-TZVPD basis.

multiplicity	3
HOMO-LUMO gap (spin up / spin down)	0.1582 / 0.2154	hartree
E	-22430.0062	eV
<S²>	2.002

Atoms and positions in Å:
H -1.485 1.436 -0.507
C -0.747 -0.023 1.700
C 0.206 0.474 0.836
O 0.257 -0.289 -0.361
C 1.341 -0.185 -1.178
O 1.080 -0.534 -2.348
O -1.848 -0.584 1.242
Li 2.958 -0.292 -2.386
H -0.441 -0.224 2.739
H 1.172 0.856 1.166
Ce -2.494 -0.635 -0.904

Mulliken population analysis, charges in e, atoms 1 to 8: atom 1 (H): -0.1943, atom 2 (C): 0.1494, atom 3 (C): -0.4922, atom 4 (O): 0.0443, atom 5 (C): -0.2338, atom 6 (O): -0.6635, atom 7 (O): -0.6274, atom 8 (Li): 0.9192



C3H3Cl2F in the gas phase in a non-equilibrium geometry. Source: the Open Molecules 2025 dataset; level of theory: the ωB97M-V functional and the def2-TZVPD basis.

energy relative to the best compared isomer or geometry (same formula, charge and spin)	51.52	kJ/mol
SMILES	FCC=C(Cl)Cl
HOMO-LUMO gap	0.3776	hartree
E	-30920.7809	eV

Atoms and positions in Å:
C 1.151 0.322 -0.001
C -0.082 -0.477 -0.028
C -1.359 -0.073 -0.042
H 1.265 1.040 0.829
H 1.366 1.093 -0.785
H -0.108 -1.564 0.020
F 2.226 -0.553 0.003
Cl -1.927 1.558 0.001
Cl -2.533 -1.346 0.003

Mulliken population analysis, charges in e, atoms 1 to 8: atom 1 (C): -0.2580, atom 2 (C): -0.4519, atom 3 (C): 0.4864, atom 4 (H): 0.2540, atom 5 (H): 0.2647, atom 6 (H): 0.3426, atom 7 (F): -0.2792, atom 8 (Cl): -0.1658



C3H3Cl2F in the gas phase in a non-equilibrium geometry. Source: the Open Molecules 2025 dataset; level of theory: the ωB97M-V functional and the def2-TZVPD basis.

energy relative to the best compared isomer or geometry (same formula, charge and spin)	130.04	kJ/mol
SMILES	C=C(Cl)[C@H](F)Cl
HOMO-LUMO gap	0.3945	hartree
E	-30919.9671	eV

Atoms and positions in Å:
C -0.761 0.659 0.062
C 0.709 0.692 -0.127
C 1.327 1.407 -0.982
H -1.305 1.359 -0.563
H 0.772 2.231 -1.653
H 2.305 1.145 -1.352
F -0.894 1.144 1.360
Cl -1.595 -0.819 -0.508
Cl 1.514 -1.038 0.368

Mulliken population analysis, charges in e, atoms 1 to 8: atom 1 (C): 0.1907, atom 2 (C): 0.2282, atom 3 (C): -0.5593, atom 4 (H): 0.2025, atom 5 (H): 0.1952, atom 6 (H): 0.3045, atom 7 (F): -0.2247, atom 8 (Cl): -0.1201



C3H3Cl2F in the gas phase in a non-equilibrium geometry. Source: the Open Molecules 2025 dataset; level of theory: the ωB97M-V functional and the def2-TZVPD basis.

energy relative to the best compared isomer or geometry (same formula, charge and spin)	63.04	kJ/mol
SMILES	FC1[C@@H](Cl)[C@@H]1Cl
HOMO-LUMO gap	0.4144	hartree
E	-30920.6615	eV

Atoms and positions in Å:
C -0.280 0.518 -0.573
C 0.075 0.255 0.841
C 0.017 -0.837 -0.120
H 0.581 0.938 -1.156
H -0.669 0.305 1.582
H -0.747 -1.595 -0.091
F 1.162 -1.344 -0.634
Cl -1.818 1.011 -1.287
Cl 1.678 0.751 1.437

Mulliken population analysis, charges in e, atoms 1 to 8: atom 1 (C): -0.2920, atom 2 (C): -0.1928, atom 3 (C): 0.0647, atom 4 (H): 0.3340, atom 5 (H): 0.3775, atom 6 (H): 0.3266, atom 7 (F): -0.2650, atom 8 (Cl): -0.1800



C3H3Cl2F in the gas phase in a non-equilibrium geometry. Source: the Open Molecules 2025 dataset; level of theory: the ωB97M-V functional and the def2-TZVPD basis.

energy relative to the best compared isomer or geometry (same formula, charge and spin)	40.27	kJ/mol
SMILES	F[C@]1(Cl)C[C@H]1Cl
HOMO-LUMO gap	0.4173	hartree
E	-30920.8975	eV

Atoms and positions in Å:
C -0.838 -0.243 -0.150
C 0.238 0.179 0.899
C 0.609 -0.112 -0.540
H -1.188 -1.255 -0.061
H 0.484 -0.467 1.706
H 0.272 1.237 1.093
F 1.245 -1.303 -0.755
Cl -2.098 0.846 -0.625
Cl 1.275 1.118 -1.567

Mulliken population analysis, charges in e, atoms 1 to 8: atom 1 (C): -0.1963, atom 2 (C): -0.7175, atom 3 (C): 0.6037, atom 4 (H): 0.3468, atom 5 (H): 0.2469, atom 6 (H): 0.2886, atom 7 (F): -0.2479, atom 8 (Cl): -0.1679



C3H3Cl2N3 in the gas phase. Source: the Open Molecules 2025 dataset; level of theory: the ωB97M-V functional and the def2-TZVPD basis.

energy relative to the best compared isomer or geometry (same formula, charge and spin)	0.00	kJ/mol
SMILES	Nc1n[nH]c(Cl)c1Cl
HOMO-LUMO gap	0.3486	hartree
E	-32674.5485	eV

Atoms and positions in Å:
C 0.631 0.161 0.302
C -1.334 -0.138 -0.672
C -0.050 -0.619 -0.674
H 2.206 0.547 1.490
H 2.359 -0.858 0.556
H -2.156 1.432 0.496
N 1.982 0.088 0.612
N -0.177 1.038 0.849
N -1.366 0.848 0.246
Cl -2.697 -0.609 -1.577
Cl 0.602 -1.889 -1.627

Mulliken population analysis, charges in e, atoms 1 to 8: atom 1 (C): 0.4506, atom 2 (C): 0.0683, atom 3 (C): 0.2011, atom 4 (H): 0.2723, atom 5 (H): 0.2383, atom 6 (H): 0.2230, atom 7 (N): -0.5083, atom 8 (N): -0.8413